# H19O10

A 10-piece molecular cluster, H19O10 overall (ωB97M-V/def2-TZVPD, the Open Molecules 2025 dataset).

Each line ends with the Löwdin charge.
CARTESIAN COORDINATES (ANGSTROEM)
O: 0.527 -0.171 -3.863  -0.094
H: -0.276 1.203 2.640  0.046
H: 0.060 -1.017 -3.869  0.022
O: -2.371 -1.362 -1.923  -0.119
H: -2.255 -1.936 -1.148  -0.005
H: -0.141 -0.699 -0.807  -0.033
O: 2.230 -1.058 -0.581  -0.081
H: -1.416 -1.287 -2.134  0.006
H: 3.074 -0.690 -0.817  0.033
O: 2.189 1.302 0.515  -0.077
H: -3.334 -0.867 0.147  0.002
H: 1.060 -0.158 -3.010  0.039
O: -2.599 -0.913 0.757  -0.138
H: -0.735 0.757 -1.193  0.053
H: 1.289 1.070 0.244  -0.006
O: -0.963 3.430 0.023  -0.062
H: -1.753 3.331 0.599  0.057
H: -0.317 2.774 0.288  -0.006
O: 1.145 -0.755 3.720  -0.064
H: 0.878 0.168 3.700  -0.019
H: 0.819 2.325 2.453  0.029
O: 0.206 1.921 3.073  -0.057
H: 0.080 -2.667 -0.506  -0.014
H: -1.854 -1.513 0.431  -0.035
O: 0.082 0.261 -1.136  -0.163
H: 1.415 -0.879 -1.096  -0.002
O: -0.562 -1.994 -0.291  -0.361
H: 2.720 0.590 0.854  0.019
H: 0.801 -1.166 2.927  0.028

## Properties
* charge: -1
* energy relative to the best compared isomer or geometry (same formula, charge and spin): 1.879 eV